{
  "formula": "C16H17N",
  "method": "wB97M-V/def2-TZVPD",
  "symbols": ["C", "C", "C", "N", "C", "C", "C", "C", "C", "C", "H", "H", "H", "H", "H", "H", "H", "H", "H", "C", "C", "C", "C", "C", "C", "C", "H", "H", "H", "H", "H", "H", "H", "H"],
  "positions_angstrom": [[2.50601, -0.58336, -2.23985], [2.17874, -1.40363, -1.07407], [2.95868, -2.25319, -0.34712], [2.12613, -2.74923, 0.71220], [0.75542, -2.30753, 0.50161], [-0.27174, -2.46689, 1.40612], [-1.53294, -2.00056, 0.84019], [-1.55214, -1.33305, -0.37747], [-0.43813, -1.08607, -1.22563], [0.80508, -1.51576, -0.70878], [3.26350, -0.81181, -2.96123], [2.95335, 0.35703, -1.76859], [1.66638, -0.37639, -2.95187], [4.02652, -2.39071, -0.12149], [2.39074, -3.76914, 0.87130], [-0.15150, -3.09756, 2.24962], [-2.41655, -2.15976, 1.43538], [-2.46614, -1.13569, -0.86383], [-0.72044, -0.55573, -2.26915], [0.13856, 3.69763, -1.20770], [-0.69647, 2.98756, -0.21450], [-0.06033, 1.95198, 0.48375], [-0.68108, 1.17237, 1.42994], [-2.07945, 1.46163, 1.69429], [-2.72527, 2.43694, 1.02960], [-2.10695, 3.19801, 0.00085], [0.61652, 2.97437, -1.99859], [1.01512, 4.37293, -0.74179], [-0.51794, 4.32246, -1.69178], [1.04977, 1.65463, 0.16122], [-0.26563, 0.34681, 1.87144], [-2.40374, 0.84678, 2.54422], [-3.64029, 2.68609, 1.45768], [-2.47039, 4.24369, -0.15549]],
  "forces_ev_per_a": [[0.7, 2.9, -0.5], [0.7, -1.6, -1.9], [-1.8, 0.8, 2.1], [0.4, -1.5, -0.5], [3.2, -0.1, -0.2], [-2.1, 0.7, -3.3], [2.3, -0.5, 1.4], [1.0, -0.6, -1.2], [-0.9, 0.7, -0.3], [-1.5, -0.6, 1.4], [0.9, -1.2, 0.1], [-1.0, -0.4, -1.1], [0.2, 0.2, 1.2], [-0.5, 0.1, -1.0], [-1.2, 1.9, 0.3], [-0.2, -0.2, 0.8], [-0.3, 0.1, -0.2], [-1.3, 0.5, 0.1], [1.3, -1.2, 2.6], [3.2, -0.3, 0.1], [-1.3, -1.3, 0.7], [2.5, -1.4, -0.7], [-3.3, 2.7, -1.5], [3.7, -2.3, 1.0], [0.8, 0.8, -0.9], [2.3, 1.1, 1.7], [-0.8, 1.3, 1.6], [-1.9, -1.7, -0.9], [-1.1, 1.8, -1.6], [-2.4, 0.9, 0.8], [1.3, -1.7, 1.1], [-0.9, 0.6, -0.5], [-1.8, 0.7, 0.0], [-0.2, -1.3, -0.7]],
  "charge": 0,
  "orbital_gap_ev": 8.641,
  "de_lowest_ev": 3.327
}

---

{
  "formula": "C16H18N2O4",
  "method": "wB97M-V/def2-TZVPD",
  "symbols": ["C", "O", "C", "C", "C", "C", "O", "N", "C", "C", "C", "C", "N", "C", "C", "C", "C", "O", "C", "C", "O", "C", "H", "H", "H", "H", "H", "H", "H", "H", "H", "H", "H", "H", "H", "H", "H", "H", "H", "H"],
  "positions_angstrom": [[-2.97524, -3.57709, -0.18284], [-3.32035, -2.17151, -0.50865], [-2.60072, -1.26941, -0.16543], [-1.36285, -1.56475, 0.23844], [-0.67844, -0.35673, 0.75682], [0.67913, -0.51776, 1.18975], [0.88523, -1.43038, 2.05111], [1.63032, 0.59053, 1.12978], [3.01073, 0.50891, 1.24227], [4.03570, 0.19751, 0.30984], [3.60257, -0.76952, -0.79024], [4.53017, -0.54426, -1.86511], [5.60705, -0.17343, -1.72600], [6.06607, 0.54067, -0.71128], [5.21894, 0.88125, 0.26512], [-1.23291, 0.87375, 0.66767], [-2.43955, 1.19509, -0.14991], [-2.97266, 2.40008, -0.38321], [-2.31121, 3.52504, 0.25879], [-3.24611, 0.07672, -0.45245], [-4.40092, -0.00968, -0.90653], [-5.31362, 1.38508, -0.88294], [-3.68711, -4.23205, -0.59586], [-2.83230, -3.71960, 0.80643], [-2.24767, -3.66849, -0.76473], [-0.96334, -2.33779, 0.84965], [1.35478, 1.27376, 0.60928], [3.09014, -0.35755, 2.14951], [3.33687, 1.20862, 1.91796], [2.59839, -1.14173, -0.82356], [4.22833, -1.41611, -2.73447], [7.04766, 1.06656, -0.80302], [5.50542, 1.34329, 1.02561], [-0.59748, 1.91315, 0.90428], [-1.26748, 3.49220, -0.37262], [-2.06747, 3.50584, 1.28871], [-2.78157, 4.50818, -0.17076], [-5.45902, 1.71062, -0.00385], [-6.20669, 0.65532, -1.35758], [-4.85860, 2.03778, -1.54833]],
  "forces_ev_per_a": [[-5.4, 3.3, 0.3], [-7.6, -7.9, -1.9], [2.3, 5.5, 0.3], [3.2, 4.7, 3.3], [-1.0, -0.3, -2.5], [2.6, -0.4, 6.0], [0.5, 1.5, -3.1], [-1.3, -6.1, 1.2], [0.3, -4.4, 6.5], [-3.7, -3.5, -4.9], [3.0, 5.8, 2.1], [-14.4, -11.0, -1.9], [13.6, 5.2, -0.6], [1.5, 1.4, -1.2], [-2.0, -4.5, -4.2], [0.5, 5.1, -2.0], [0.3, -3.9, 2.0], [-0.1, 2.1, 1.5], [2.3, 1.2, -5.8], [7.1, -0.4, 2.7], [-5.4, 2.9, -1.4], [-1.0, -9.0, -7.5], [-1.6, -0.3, -0.2], [0.6, -0.3, 3.1], [7.1, -1.5, -4.1], [-0.2, -1.5, -0.6], [-2.4, 5.0, -4.2], [0.0, 1.4, -2.2], [0.8, 2.7, 1.2], [-0.1, -0.4, -0.1], [1.0, 2.8, 1.1], [-0.6, -1.0, 0.1], [2.3, 4.7, 6.3], [-1.5, -3.3, -0.3], [-1.9, 0.6, 1.9], [-0.5, -0.3, 1.1], [0.4, -2.1, 1.3], [-0.9, 2.0, 6.6], [1.8, 3.1, 1.4], [0.5, 1.0, -1.2]],
  "charge": 0,
  "orbital_gap_ev": 7.888,
  "de_lowest_ev": 14.100
}

---

{
  "formula": "C3H11O4",
  "method": "wB97M-V/def2-TZVPD",
  "symbols": ["C", "O", "C", "C", "O", "H", "H", "H", "H", "H", "H", "H", "H", "H", "O", "H", "H", "O"],
  "positions_angstrom": [[0.63329, 1.37661, -0.41506], [1.73558, 0.67839, -0.74347], [-0.60395, 1.06757, -1.19680], [-1.61951, 0.07458, -0.46693], [-0.95737, -0.85064, 0.21845], [0.60587, 1.28487, 0.67983], [0.97804, 2.48010, -0.53964], [-0.30803, 0.62489, -2.17573], [-1.24286, 1.94195, -1.41733], [-2.40240, 0.55792, 0.03848], [-2.24267, -0.39261, -1.32953], [-0.92064, -0.37334, 2.11392], [1.68212, -0.38674, -0.69266], [0.38848, -0.58140, 2.80552], [-0.45949, -0.35022, 2.99890], [1.30619, -1.70080, 0.13103], [0.14835, -1.21549, -0.46866], [1.12485, -1.64652, -0.80795]],
  "forces_ev_per_a": [[0.8, 2.9, 1.4], [3.1, -1.9, -1.3], [-2.3, -0.4, -0.2], [0.8, -0.4, -3.8], [0.8, -1.2, 1.4], [-1.4, 0.1, 0.1], [-1.0, -1.2, -0.1], [-0.1, 0.3, 0.7], [0.6, 0.2, -0.1], [-0.9, 1.3, 1.5], [0.6, 0.4, 0.5], [0.7, -0.3, 0.4], [-0.6, 2.2, -0.8], [3.6, -1.0, -0.9], [-4.2, 1.1, 0.3], [0.7, -1.1, 0.6], [-0.9, -0.4, -0.3], [-0.4, -0.5, 0.6]],
  "charge": -1,
  "orbital_gap_ev": 8.444,
  "de_lowest_ev": 1.834
}

---

{
  "formula": "C54H96F5N6O3P",
  "method": "wB97M-V/def2-TZVPD",
  "symbols": ["C", "C", "C", "C", "C", "C", "C", "C", "C", "C", "P", "C", "C", "F", "N", "C", "C", "C", "C", "C", "C", "N", "C", "C", "C", "C", "C", "N", "C", "C", "C", "F", "F", "C", "F", "F", "H", "H", "H", "H", "H", "H", "H", "H", "H", "H", "H", "H", "H", "H", "H", "H", "H", "H", "H", "H", "H", "H", "H", "H", "H", "H", "H", "H", "H", "H", "H", "H", "H", "H", "H", "H", "H", "H", "H", "H", "H", "H", "C", "C", "C", "C", "C", "C", "N", "O", "C", "C", "C", "H", "H", "H", "H", "H", "H", "H", "H", "H", "H", "H", "H", "H", "H", "H", "H", "H", "H", "C", "C", "C", "C", "C", "C", "N", "O", "C", "C", "C", "H", "H", "H", "H", "H", "H", "H", "H", "H", "H", "H", "H", "H", "H", "H", "H", "H", "H", "C", "C", "C", "C", "C", "C", "N", "O", "C", "C", "C", "H", "H", "H", "H", "H", "H", "H", "H", "H", "H", "H", "H", "H", "H", "H", "H", "H", "H"],
  "positions_angstrom": [[6.50392, -2.33479, -0.74923], [6.31701, -1.11243, -1.85200], [4.76458, -0.60331, -1.72085], [4.64442, 0.45945, -0.47831], [3.48228, 1.55011, -0.87979], [2.08163, 0.82830, -1.43711], [1.38401, -0.11186, -0.26076], [0.52755, -1.39210, -0.86979], [-1.04851, -1.37013, -0.27871], [-2.11705, -1.54965, -1.52886], [-3.89555, -0.78014, -1.35994], [-4.46529, -2.42830, -2.19770], [-3.74260, -2.90661, -3.58629], [-4.70557, -3.18907, -4.71274], [-4.02988, -0.17430, -3.01423], [-5.32170, 0.18383, -3.58098], [-5.07348, 0.54618, -5.19997], [-5.82971, 2.00114, -5.53774], [-5.70919, -0.29706, -0.83808], [-6.34826, 1.10892, -0.41130], [-7.87945, 1.43700, 0.08209], [-8.90372, 0.35530, 0.18726], [-8.39249, -1.01658, -0.12604], [-6.89887, -1.46753, -0.59671], [-3.91122, -1.46839, 0.43162], [-3.53279, -3.03167, 0.91863], [-3.63617, -3.56606, 2.46149], [-4.09294, -2.73482, 3.61003], [-4.51907, -1.34102, 3.29964], [-4.46804, -0.66164, 1.79483], [-3.13458, 0.94617, -1.02830], [-2.96594, 1.38713, 0.32751], [-3.83746, 2.09317, -1.75587], [-1.75985, 1.40079, -1.79634], [-1.35340, 2.67719, -1.07019], [-1.90423, 1.91910, -3.20575], [7.35633, -2.03221, -0.00632], [6.77211, -3.30524, -1.34540], [5.46000, -2.48848, -0.19142], [7.01404, -0.18381, -1.63146], [6.46359, -1.48477, -2.95862], [4.01130, -1.50303, -1.62803], [4.45648, -0.01019, -2.71007], [4.35957, -0.13848, 0.51468], [5.65083, 1.02142, -0.22146], [3.25429, 2.20472, 0.08959], [3.91218, 2.32449, -1.67306], [1.34640, 1.74238, -1.65886], [2.22556, 0.28020, -2.46040], [0.71906, 0.63186, 0.38039], [2.20801, -0.53146, 0.46149], [0.47496, -1.21557, -2.03956], [1.04720, -2.42896, -0.71201], [-1.19350, -0.42822, 0.37979], [-0.99007, -2.29560, 0.45540], [-1.64283, -1.27648, -2.55705], [-2.15689, -2.74811, -1.50275], [-5.58515, -2.38052, -2.62348], [-4.51065, -3.35712, -1.50935], [-3.25890, -3.97742, -3.36074], [-2.89916, -2.27512, -4.03931], [-3.19718, -0.19004, -3.59148], [-6.20896, -0.56504, -3.57767], [-5.77181, 1.20724, -3.15693], [-3.94100, 0.58264, -5.48846], [-5.67207, -0.24781, -5.85346], [-5.55850, 2.41897, -6.59582], [-5.45041, 2.79550, -4.73413], [-7.00362, 1.93278, -5.37335], [-5.66999, 2.05302, -0.35725], [-8.21646, 2.53035, 0.38157], [-9.20324, -1.88675, -0.01024], [-6.71838, -2.61671, -0.74983], [-3.15606, -3.79820, 0.10880], [-3.30080, -4.68983, 2.68644], [-4.92002, -0.67425, 4.20566], [-4.83672, 0.44205, 1.72767], [-0.81613, 0.79434, -1.79877], [1.54355, 1.50432, 6.72062], [1.22473, 1.68588, 5.20846], [0.01339, 2.64049, 5.00192], [-1.34483, 2.01280, 5.29235], [-1.50329, 0.68520, 4.55768], [-0.33960, -0.29491, 4.84673], [1.00741, 0.32825, 4.60623], [1.18560, 0.44112, 3.21531], [-0.46229, -0.79635, 6.31263], [-0.55280, -1.59355, 4.00627], [2.48146, 2.43228, 4.64718], [1.87330, 0.48304, 6.94598], [2.36707, 2.14694, 7.05524], [0.68909, 1.74108, 7.36070], [0.00021, 2.99612, 3.96228], [0.13083, 3.53619, 5.62457], [-1.47730, 1.87456, 6.37028], [-2.13853, 2.69999, 4.97417], [-2.46169, 0.23404, 4.84332], [-1.57505, 0.88431, 3.47953], [0.37432, -1.46082, 6.58025], [-1.39221, -1.36151, 6.45553], [-0.49684, 0.00475, 7.05400], [-0.60281, -1.40145, 2.92900], [-1.49722, -2.08362, 4.27378], [0.25270, -2.31647, 4.18867], [3.38571, 1.81927, 4.73876], [2.65563, 3.36418, 5.20020], [2.36552, 2.72434, 3.59726], [0.46332, 6.21348, -7.74296], [0.11147, 4.72914, -8.04987], [-1.36839, 4.41694, -7.68407], [-1.63096, 4.25156, -6.19181], [-0.64516, 3.26872, -5.56761], [0.82929, 3.64341, -5.85729], [1.08980, 3.85286, -7.32320], [1.08126, 2.59090, -7.94494], [1.18873, 4.91858, -5.04483], [1.75854, 2.55194, -5.23802], [0.21498, 4.63387, -9.60927], [1.49161, 6.31940, -7.37698], [0.41485, 6.84876, -8.63583], [-0.21275, 6.66168, -7.00955], [-1.68086, 3.48848, -8.18188], [-2.02574, 5.20358, -8.07501], [-1.57957, 5.22153, -5.68676], [-2.65354, 3.88410, -6.04104], [-0.82262, 3.22742, -4.48573], [-0.86369, 2.26065, -5.94606], [2.21669, 5.25236, -5.25685], [1.11904, 4.72709, -3.96638], [0.52308, 5.76441, -5.22945], [1.55825, 1.54864, -5.62941], [1.62071, 2.48955, -4.15139], [2.81533, 2.78625, -5.41968], [1.23734, 4.82562, -9.95550], [-0.44033, 5.37446, -10.08539], [-0.10462, 3.65919, -9.99520], [4.92137, -3.54804, 3.06503], [4.25359, -2.79630, 4.25255], [5.32389, -2.22465, 5.22670], [5.96537, -3.26077, 6.14217], [4.90462, -4.09766, 6.85054], [3.90032, -4.74137, 5.86295], [3.29425, -3.73479, 4.92482], [2.37864, -2.96012, 5.66014], [4.62809, -5.86446, 5.07278], [2.82013, -5.52078, 6.67782], [3.56318, -1.56457, 3.57602], [4.33886, -4.42625, 2.76176], [4.98898, -2.92887, 2.16215], [5.94082, -3.87118, 3.29339], [4.86579, -1.45557, 5.86401], [6.11299, -1.71466, 4.66014], [6.64521, -3.90265, 5.57262], [6.58430, -2.75102, 6.89084], [5.40352, -4.87233, 7.44607], [4.37471, -3.45998, 7.57148], [3.96448, -6.32027, 4.32117], [4.96162, -6.66338, 5.74736], [5.53027, -5.53014, 4.55617], [2.27451, -4.88348, 7.38215], [3.27928, -6.31641, 7.27766], [2.09067, -5.99608, 6.00947], [2.77694, -1.87844, 2.87949], [4.29466, -0.97679, 3.00679], [3.12502, -0.87292, 4.30452]],
  "forces_ev_per_a": [[-0.1, 0.6, -0.7], [-1.3, -0.2, 0.1], [0.7, 1.1, -0.6], [-0.9, -0.4, 0.1], [0.0, 0.1, 0.6], [-0.1, 1.2, 0.7], [0.6, 0.1, -0.1], [-0.6, 1.6, -0.6], [2.0, -0.6, -0.4], [2.1, -1.7, 0.9], [-0.1, -2.6, -1.8], [-2.8, -2.5, -1.6], [0.8, -2.0, 0.5], [1.5, 0.8, 2.2], [-0.9, 0.3, 0.6], [-0.4, 2.4, -2.7], [-1.9, 0.4, -0.2], [0.6, 0.2, 1.1], [-7.4, 1.4, 2.2], [-1.4, -1.0, 0.5], [1.2, -4.5, -1.0], [5.5, -0.5, -1.4], [2.5, 1.2, -0.5], [-1.5, 3.7, 0.6], [-0.7, -2.9, 8.0], [-0.9, 1.9, 2.2], [-0.7, 3.4, -1.6], [0.0, 1.8, -4.8], [1.3, -1.5, -3.4], [1.2, -3.2, 0.8], [1.1, 4.6, -0.7], [-0.4, -0.7, -2.4], [-0.2, -1.9, 2.5], [1.4, 3.3, -0.1], [-0.8, -3.1, -1.8], [0.1, -2.0, 3.6], [-1.7, -0.9, -1.3], [-0.4, 1.7, 1.4], [2.5, 0.3, -1.1], [-1.3, -2.1, -0.5], [0.0, 0.6, 2.3], [1.5, 1.8, 0.0], [0.7, -1.3, 2.1], [0.5, 1.4, -2.1], [-1.9, -1.2, -0.8], [0.2, -1.4, -2.1], [-0.9, -1.8, 1.5], [1.4, -2.0, 0.4], [-0.1, 0.8, 2.1], [1.2, -1.8, -1.3], [-1.5, 0.9, -1.4], [0.1, -0.5, 2.2], [-0.9, 2.1, -0.1], [0.1, -1.5, -1.2], [-0.9, 2.0, -1.5], [-0.4, -0.4, 1.9], [-0.4, 2.7, -0.6], [2.3, 0.2, 1.1], [0.2, 1.3, -1.0], [-1.1, 2.2, -0.7], [-1.7, -0.7, 0.7], [-0.7, 0.2, -0.1], [1.8, 0.8, 0.4], [1.1, -2.2, -0.5], [-2.2, -0.1, 0.6], [1.7, 1.5, 1.3], [-0.7, -0.9, 1.9], [-0.7, -1.6, -1.7], [2.5, 0.0, -0.6], [-1.2, -2.0, -0.4], [0.8, -2.6, -0.8], [2.0, 2.2, -0.3], [-0.3, 2.6, 0.3], [-0.8, 1.7, 1.9], [-0.9, 2.9, -0.4], [1.0, -1.8, -2.2], [0.8, -2.3, 0.0], [-1.2, 0.4, 0.0], [0.0, -0.2, 0.4], [1.0, 1.1, 1.1], [-0.2, -0.2, -0.3], [0.0, 0.0, 0.0], [0.2, 0.3, -0.1], [-1.1, -1.6, 0.8], [-0.9, 1.7, -4.8], [-0.1, -0.6, 3.7], [0.3, 0.1, 0.4], [0.5, 0.4, -0.4], [-0.3, -0.5, -0.6], [-0.2, 0.1, -0.1], [-0.2, 0.1, -0.3], [0.0, -0.1, -0.1], [0.2, -0.2, 0.1], [0.3, -0.2, 0.0], [0.0, 0.0, 0.0], [0.1, -0.1, 0.1], [0.3, -0.2, 0.0], [0.2, -0.1, 0.1], [-0.2, 0.2, -0.2], [0.2, 0.1, -0.3], [0.1, 0.0, -0.1], [0.1, 0.1, 0.2], [0.1, 0.4, 0.1], [0.0, 0.2, 0.0], [-0.2, 0.0, 0.0], [-0.3, -0.3, 0.1], [0.0, -0.3, 0.1], [0.1, 0.3, 0.2], [-0.3, 1.5, -1.0], [0.1, -0.3, 0.2], [0.0, 0.0, 0.0], [-0.1, 0.1, -0.2], [0.5, 0.2, 1.9], [-1.7, -4.4, -1.7], [0.5, 3.4, 1.5], [0.0, 0.4, -0.2], [-0.1, -0.2, -0.7], [0.3, -0.8, 0.3], [-0.2, -0.1, 0.0], [-0.2, -0.3, 0.1], [0.1, -0.1, 0.0], [0.3, 0.1, 0.0], [0.3, 0.0, -0.1], [0.0, 0.0, 0.0], [0.1, 0.1, 0.0], [0.4, 0.1, -0.3], [0.2, 0.1, -0.1], [-0.3, -0.2, 0.0], [0.0, -0.2, -0.3], [0.1, -0.1, -0.1], [0.0, 0.3, -0.1], [-0.2, 0.3, -0.2], [-0.2, 0.0, -0.1], [-0.1, -0.1, 0.1], [0.1, 0.0, 0.4], [0.2, 0.1, 0.2], [0.1, -0.3, -0.1], [0.7, 0.8, -1.8], [-0.2, -0.1, 0.3], [0.0, 0.0, 0.0], [0.0, 0.4, -0.1], [0.3, -1.9, 0.4], [-1.7, 3.3, 3.5], [2.1, -2.3, -2.1], [0.1, 0.1, -0.4], [-0.3, 0.7, -0.2], [-0.4, -0.3, 0.8], [0.1, 0.1, 0.2], [0.0, 0.1, 0.4], [-0.1, -0.1, 0.0], [-0.2, -0.1, -0.2], [-0.3, -0.1, -0.2], [-0.1, 0.0, 0.0], [-0.1, -0.1, -0.1], [-0.3, -0.1, -0.2], [-0.1, -0.1, -0.2], [0.1, 0.2, 0.3], [-0.3, 0.3, 0.0], [-0.2, 0.1, 0.0], [0.1, 0.0, -0.3], [0.2, 0.2, -0.3], [0.1, 0.2, 0.1], [0.1, 0.0, 0.2], [0.1, -0.4, 0.1], [0.0, -0.4, -0.1]],
  "charge": -1,
  "orbital_gap_ev": [7.353, 6.489],
  "spin_multiplicity": 4
}